No. 1
# C40H53BCaClF5IN7O8S3Si

C40H53BCaClF5IN7O8S3Si as an isolated structure in a non-equilibrium geometry (the ωB97M-V functional and the def2-TZVPD basis, OMol25).

Atoms and positions in Å:
Ca (-1.296, -0.343, -0.132)
B (-4.036, -2.298, 0.395)
N (-2.890, -2.576, 1.393)
C (-2.891, -3.489, 2.373)
C (-1.640, -3.507, 2.963)
C (-0.915, -2.543, 2.258)
N (-1.677, -1.993, 1.317)
N (-4.387, -0.778, 0.444)
C (-5.597, -0.241, 0.249)
C (-5.472, 1.140, 0.270)
C (-4.109, 1.353, 0.486)
N (-3.471, 0.189, 0.591)
H (-5.011, -2.916, 0.749)
H (-3.688, -2.591, -0.721)
H (-3.770, -4.074, 2.584)
H (-1.301, -4.136, 3.768)
H (0.101, -2.218, 2.399)
H (-6.464, -0.865, 0.112)
H (-6.252, 1.871, 0.138)
H (-3.564, 2.279, 0.585)
C (4.413, -0.892, 1.236)
C (3.669, -0.362, 2.458)
C (4.519, 0.696, 3.167)
C (3.361, -1.525, 3.401)
O (2.462, 0.249, 1.968)
Si (1.272, 1.077, 2.734)
S (-0.096, 1.698, 1.304)
O (1.927, 2.372, 3.555)
C (2.090, 3.760, 3.321)
C (0.774, 4.497, 3.585)
C (3.163, 4.235, 4.304)
C (2.553, 4.045, 1.891)
O (0.748, 0.120, 3.964)
C (0.111, 0.390, 5.206)
C (-0.425, -0.940, 5.730)
C (1.137, 0.957, 6.196)
C (-1.046, 1.371, 5.016)
H (5.302, -1.448, 1.543)
H (4.710, -0.070, 0.579)
H (3.757, -1.569, 0.687)
H (5.469, 0.266, 3.493)
H (3.983, 1.096, 4.029)
H (4.718, 1.520, 2.477)
H (4.287, -1.991, 3.742)
H (2.767, -2.268, 2.866)
H (2.786, -1.177, 4.258)
H (0.443, 4.318, 4.610)
H (0.018, 4.127, 2.892)
H (0.905, 5.572, 3.443)
H (2.860, 4.014, 5.329)
H (3.321, 5.310, 4.204)
H (4.100, 3.712, 4.103)
H (1.812, 3.648, 1.200)
H (3.507, 3.547, 1.707)
H (2.667, 5.121, 1.738)
H (0.396, -1.651, 5.842)
H (-1.138, -1.351, 5.020)
H (-0.913, -0.802, 6.697)
H (1.883, 0.194, 6.432)
H (0.648, 1.277, 7.119)
H (1.642, 1.802, 5.735)
H (-1.682, 1.021, 4.201)
H (-0.655, 2.351, 4.744)
H (-1.633, 1.453, 5.932)
O (-0.688, -0.393, -3.502)
Cl (-1.771, -0.911, -2.709)
O (-2.716, -1.552, -3.550)
O (-2.386, 0.191, -2.015)
O (-1.258, -1.820, -1.729)
I (0.857, -3.939, -3.533)
C (1.973, -2.206, -3.111)
C (3.040, -1.944, -3.962)
C (3.833, -0.844, -3.695)
C (3.537, -0.056, -2.596)
C (2.433, -0.385, -1.829)
N (1.661, -1.441, -2.082)
H (3.248, -2.594, -4.799)
H (4.674, -0.611, -4.335)
H (4.162, 0.791, -2.340)
H (2.156, 0.195, -0.951)
C (4.799, 2.957, -1.088)
C (3.292, 3.180, -1.142)
C (2.797, 3.343, -2.574)
N (1.375, 3.634, -2.589)
C (0.391, 2.942, -3.192)
S (-1.197, 3.255, -2.851)
N (0.755, 1.986, -4.133)
C (1.651, 2.082, -5.174)
O (2.023, 1.097, -5.777)
C (2.115, 3.446, -5.595)
C (1.308, 4.579, -5.525)
C (1.780, 5.797, -5.990)
C (3.054, 5.897, -6.530)
C (3.850, 4.764, -6.632)
C (3.378, 3.546, -6.174)
H (5.117, 2.817, -0.055)
H (5.341, 3.809, -1.506)
H (5.080, 2.068, -1.654)
H (3.037, 4.080, -0.576)
H (2.768, 2.341, -0.678)
H (2.983, 2.429, -3.137)
H (3.340, 4.159, -3.067)
H (1.027, 4.240, -1.861)
H (0.219, 1.116, -4.081)
H (0.303, 4.514, -5.128)
H (1.144, 6.671, -5.934)
H (3.420, 6.853, -6.884)
H (4.838, 4.825, -7.073)
H (3.979, 2.650, -6.262)
F (6.404, -7.814, -0.211)
C (5.319, -7.010, -0.162)
C (5.314, -5.786, -0.807)
F (6.408, -5.406, -1.499)
C (4.213, -4.960, -0.732)
F (4.291, -3.774, -1.357)
C (3.036, -5.290, -0.023)
S (1.688, -4.261, 0.061)
C (3.097, -6.547, 0.622)
F (2.057, -6.961, 1.360)
C (4.196, -7.376, 0.561)
F (4.200, -8.552, 1.223)

Calculated values
Charge: -2
HOMO level in eV: -1.78
Energy above the lowest of the compared OMol25 structures with the same formula, charge and spin in kJ/mol: 200.5
E_LUMO in eV: 3.46

No. 2
# C3H10CsO2

C3H10CsO2 as an isolated structure in a non-equilibrium geometry (the ωB97M-V functional and the def2-TZVPD basis, OMol25).

Atoms and positions in Å:
Cs (9.356, 18.830, 22.765)
C (15.539, 18.240, 25.662)
C (15.022, 19.639, 25.350)
O (14.678, 19.813, 24.016)
H (14.841, 17.437, 25.423)
H (15.757, 18.216, 26.730)
H (16.483, 18.000, 25.173)
H (15.809, 20.374, 25.518)
H (14.153, 19.825, 25.982)
H (14.094, 20.574, 24.038)
C (11.670, 12.395, 23.103)
O (10.766, 13.453, 22.902)
H (12.737, 12.616, 23.071)
H (11.382, 11.803, 23.972)
H (11.433, 11.707, 22.292)
H (9.901, 13.059, 23.033)

Calculated values
Charge: +1
HOMO level in eV: -12.49
Energy above the lowest of the compared OMol25 structures with the same formula, charge and spin in kJ/mol: 126.2
E_LUMO in eV: -4.05